Here is a cluster of 12 separate species, C54H128Cl4N15O15P5 in total in a non-equilibrium geometry from the Open Molecules 2025 dataset. Energies are from wB97M-V/def2-TZVPD.

Total charge: 0
2S+1: 1
Largest force on an atom, hartree/bohr: 0.0822
Energy above the lowest of the compared OMol25 structures with the same formula, charge and spin, kcal per mole: 0.0

Last column: Mulliken charge in e.
CARTESIAN COORDINATES (ANGSTROEM)
Cl  -1.9224  -5.9474  -0.0642  0.00
C  -1.1566  -7.4677  -0.3621  -0.35
C  -1.5520  -8.4339  0.6952  -0.51
Cl  -1.0573  -7.8767  2.2788  -0.20
H  -0.0885  -7.2669  -0.4453  0.22
H  -1.5333  -8.0956  -1.1695  0.23
H  -1.1356  -9.4382  0.6166  0.35
H  -2.6397  -8.3983  0.6333  0.28
Cl  -6.1417  1.9056  6.0693  -0.16
C  -6.9789  0.6485  5.1476  -0.31
C  -6.0612  -0.5908  5.2275  -0.25
Cl  -6.6729  -2.0686  4.3211  -0.19
H  -7.2613  0.9396  4.1359  0.21
H  -7.9145  0.2946  5.5806  0.35
H  -5.9306  -0.9284  6.2556  0.40
H  -5.0676  -0.4429  4.8045  0.00
O  -2.5841  -0.0158  0.2689  -0.56
P  -1.4251  -0.5339  1.0587  -0.50
N  -0.2624  -1.4266  0.2423  1.01
C  0.2103  -0.9999  -1.0697  0.50
C  0.0103  -2.8291  0.4934  -0.23
N  -1.7217  -1.5810  2.4090  0.62
C  -0.7625  -1.7845  3.5757  -1.32
C  -2.9848  -2.2489  2.5345  -0.94
N  -0.5593  0.7498  1.7457  1.14
C  0.8707  0.7902  2.0581  -0.63
C  -1.3715  1.7891  2.3312  -1.81
H  -0.4793  -1.2609  -1.8725  -0.51
H  1.1685  -1.4541  -1.3221  -0.28
H  0.3600  0.0796  -1.0492  -0.01
H  0.9869  -3.1278  0.1123  -0.65
H  -0.8909  -3.3638  0.1934  0.24
H  0.2470  -3.0034  1.5430  0.23
H  -1.1356  -1.0476  4.2869  0.46
H  -0.9444  -2.7331  4.0809  0.45
H  0.2821  -1.4987  3.4523  0.34
H  -3.1766  -2.8372  1.6372  0.15
H  -3.0269  -2.8163  3.4642  0.48
H  -3.6978  -1.4452  2.7182  0.16
H  0.9733  0.7221  3.1411  0.43
H  1.3949  -0.0982  1.7059  0.01
H  1.3017  1.6855  1.6098  -0.20
H  -0.8127  2.5534  2.8713  0.35
H  -2.1493  1.3827  2.9776  0.26
H  -1.7830  2.2984  1.4597  0.54
O  3.2012  7.3966  -0.2388  -0.84
P  2.2073  6.8138  0.7096  0.19
N  2.7824  6.4680  2.2920  0.43
C  1.9903  5.8863  3.3433  -0.28
C  4.0458  7.2472  2.7567  -1.03
N  1.5499  5.3596  -0.0037  1.24
C  1.0000  5.3836  -1.2927  -0.24
C  1.9236  4.0597  0.5013  -1.29
N  0.7336  7.7676  1.0223  0.36
C  0.8662  9.1208  1.3722  -1.22
C  -0.5085  7.1507  1.4463  -1.05
H  1.3001  6.6365  3.7293  0.20
H  2.5305  5.1980  3.9933  0.23
H  1.2417  5.3060  2.8039  -0.43
H  3.8014  8.2118  3.2017  0.35
H  4.5764  7.5774  1.8636  0.34
H  4.7680  6.6334  3.2948  0.28
H  1.7215  4.9277  -1.9706  -0.03
H  0.0037  4.9416  -1.2947  -0.20
H  0.8521  6.3891  -1.6868  0.38
H  1.3850  3.8767  1.4311  -0.18
H  1.6112  3.2291  -0.1317  0.47
H  3.0021  4.1077  0.6517  0.28
H  1.7961  9.5652  1.0173  0.32
H  0.0306  9.6348  0.8971  0.41
H  0.9079  9.1466  2.4611  0.35
H  -0.7824  6.6580  0.5135  0.28
H  -1.3692  7.6977  1.8311  0.44
H  -0.2645  6.3384  2.1310  0.22
O  6.9937  -4.9790  0.2240  -0.91
P  5.9117  -5.0131  -0.8305  0.39
N  5.4100  -6.5950  -1.1103  0.30
C  6.2256  -7.5081  -1.9803  -1.21
C  4.7504  -7.3028  -0.0179  -0.96
N  6.6465  -4.4734  -2.3235  0.29
C  5.8979  -4.6931  -3.5848  -1.13
C  7.6096  -3.4051  -2.3606  -0.90
N  4.4940  -4.0222  -0.5642  0.79
C  3.4068  -3.9604  -1.4884  -0.73
C  4.2609  -3.5464  0.8692  -1.12
H  5.8111  -8.4533  -2.3308  0.36
H  7.1081  -7.7950  -1.4084  0.41
H  6.7880  -7.0526  -2.7954  0.40
H  4.5050  -6.5319  0.7126  0.23
H  5.3976  -8.0238  0.4814  0.30
H  3.8213  -7.6998  -0.4268  0.35
H  5.2531  -3.8524  -3.8406  0.04
H  6.6560  -4.7131  -4.3677  0.44
H  5.3823  -5.6534  -3.5963  0.49
H  7.1231  -2.5604  -2.8482  0.10
H  7.9088  -3.1426  -1.3458  0.34
H  8.5343  -3.7767  -2.8022  0.32
H  3.2635  -2.9665  -1.9124  0.02
H  3.5508  -4.6192  -2.3449  0.32
H  2.4806  -4.3756  -1.0912  0.16
H  3.8734  -4.3133  1.5399  0.22
H  3.5177  -2.7492  0.8531  0.29
H  5.2538  -3.2812  1.2325  0.38
O  -2.1511  -3.9916  -4.2627  -0.85
P  -3.6131  -3.7558  -4.3918  0.31
N  -4.1675  -2.1272  -4.1948  0.72
C  -4.4767  -1.2134  -5.2354  -1.10
C  -3.5684  -1.4597  -3.0632  -0.77
N  -4.5181  -4.7320  -3.3166  0.40
C  -4.3230  -6.1888  -3.0941  -1.22
C  -5.7486  -4.0850  -2.6804  -1.05
N  -4.1670  -4.2463  -6.0186  0.04
C  -5.6436  -4.3949  -6.3841  -0.87
C  -3.3369  -4.1010  -7.2327  -1.00
H  -5.0136  -0.3623  -4.8166  0.26
H  -4.9547  -1.7569  -6.0505  0.21
H  -3.4544  -0.9253  -5.4804  0.51
H  -3.7367  -0.3832  -3.0321  0.52
H  -2.5081  -1.6939  -2.9692  0.36
H  -4.0920  -1.8779  -2.2035  -0.56
H  -3.3038  -6.5403  -3.2547  0.32
H  -4.4504  -6.3779  -2.0283  0.44
H  -4.9368  -6.9068  -3.6380  0.27
H  -6.3470  -3.6303  -3.4699  0.34
H  -6.4139  -4.8757  -2.3336  0.52
H  -5.3800  -3.2868  -2.0361  0.20
H  -6.2173  -3.4714  -6.4625  0.30
H  -5.8381  -4.9142  -7.3226  0.41
H  -6.0356  -4.9393  -5.5250  0.23
H  -2.8724  -3.1154  -7.2005  0.26
H  -4.0475  -3.9625  -8.0475  0.44
H  -2.5736  -4.8748  -7.3150  0.22
O  2.7913  1.3757  -1.7807  -0.19
P  4.0852  1.1798  -2.4430  0.40
N  3.9947  0.2419  -3.8297  0.57
C  2.7649  0.1238  -4.6245  -0.85
C  5.0392  -0.5297  -4.4493  -1.18
N  5.4202  0.4821  -1.5337  0.82
C  6.7737  0.7030  -1.8303  -1.41
C  5.1931  0.2128  -0.0746  -0.65
N  4.8144  2.6256  -3.0001  -0.20
C  5.2461  3.6464  -2.0613  -0.81
C  4.0689  3.2675  -4.0809  -0.77
H  2.5603  -0.9069  -4.9143  0.55
H  2.7947  0.5752  -5.6162  0.40
H  1.9353  0.3210  -3.9456  -0.22
H  4.7114  -1.1256  -5.3011  0.50
H  5.4362  -1.2314  -3.7159  0.00
H  5.6881  0.2772  -4.7899  0.37
H  7.1948  1.4443  -1.1511  0.38
H  7.2066  -0.2829  -1.6608  0.31
H  6.9193  0.9685  -2.8774  0.33
H  4.1119  0.3226  0.0095  0.02
H  5.4954  -0.7665  0.2967  0.06
H  5.7522  0.8437  0.6164  0.29
H  4.3682  4.2137  -1.7520  0.15
H  5.6459  3.1739  -1.1641  0.21
H  6.0457  4.3109  -2.3886  0.30
H  3.2043  3.8336  -3.7344  -0.10
H  3.9959  2.3698  -4.6948  0.39
H  4.7645  3.9354  -4.5890  0.42
O  -2.1829  0.1703  6.4852  -0.60
C  -2.7336  0.7580  7.4259  0.43
O  -3.9068  0.4027  7.9662  -0.32
C  -4.4474  1.3369  8.8987  -0.52
C  -3.6198  2.6314  8.6455  -0.46
C  -2.2804  2.0849  7.9973  -0.34
H  -4.2334  0.8825  9.8661  0.34
H  -5.5162  1.4788  8.7388  0.31
H  -3.3510  3.1529  9.5641  0.34
H  -4.2408  3.3130  8.0641  0.19
H  -1.7558  1.7844  8.9043  0.26
H  -1.7090  2.7249  7.3249  0.34
O  0.8167  2.9055  -5.5487  -0.65
C  0.1030  2.2678  -4.8279  0.01
O  -0.4468  1.1557  -5.2915  -0.34
C  -1.3767  0.7548  -4.3254  -0.05
C  -1.4056  1.7828  -3.2446  -0.20
C  -0.1195  2.5993  -3.3715  1.19
H  -0.9118  -0.1817  -4.0172  0.11
H  -2.3575  0.4894  -4.7199  0.02
H  -1.6346  1.4722  -2.2252  0.05
H  -2.1291  2.5284  -3.5743  0.62
H  0.6560  2.2572  -2.6861  -0.69
H  -0.3049  3.6607  -3.2061  0.01
O  -2.5352  6.4752  -1.5667  -0.53
C  -3.1229  5.7716  -0.8458  0.23
O  -4.4285  5.9421  -0.5325  -0.42
C  -4.9677  4.9221  0.2806  -0.43
C  -3.6624  4.2738  0.8174  -0.46
C  -2.5365  4.5308  -0.2343  1.38
H  -5.4175  4.2183  -0.4197  0.31
H  -5.4812  5.2652  1.1788  0.37
H  -3.6277  3.2078  1.0425  0.06
H  -3.5321  4.6125  1.8452  0.28
H  -2.3556  3.7292  -0.9504  -0.30
H  -1.5680  4.6710  0.2457  -0.33
O  -6.1819  0.4991  -2.1335  -0.63
C  -6.4755  0.0844  -1.0183  0.52
O  -6.5552  -1.1739  -0.6752  -0.36
C  -6.2017  -1.3729  0.7777  0.00
C  -6.6308  -0.0004  1.3646  0.14
C  -6.4719  0.9496  0.1967  -0.24
H  -5.1565  -1.6800  0.8144  -0.31
H  -6.7145  -2.2452  1.1831  0.46
H  -6.0158  0.1941  2.2432  -0.04
H  -7.6301  0.1402  1.7766  0.20
H  -5.6756  1.6775  0.3520  -0.19
H  -7.4164  1.4936  0.1932  0.42
O  3.6774  -0.8671  4.1941  -0.66
C  3.4474  0.1980  4.7588  0.57
O  3.6207  1.3420  4.1874  -0.34
C  3.3491  2.4646  5.0238  0.08
C  3.3447  1.8339  6.3780  -0.69
C  3.0837  0.4072  6.2198  -0.35
H  2.3445  2.8585  4.8696  -0.03
H  4.0522  3.2910  4.9202  0.32
H  2.7136  2.2502  7.1631  0.35
H  4.2823  1.9860  6.9125  0.32
H  2.0720  0.0066  6.2837  0.17
H  3.6650  -0.2330  6.8833  0.32